The following is a DFT calculation (ωB97M-V/def2-TZVPD) of 2 unconnected molecules or ions with the total composition C10H23OP in a non-equilibrium geometry.

The geometry in XYZ format:
```
35
Properties=species:S:1:pos:R:3:forces:R:3
C -1.723763 -1.512968 1.542371 1.451 1.904 -0.205
C 0.718590 -2.588053 1.088893 -2.019 1.494 1.456
C 0.181415 -1.308570 3.169318 -1.363 0.573 -0.147
C 1.951573 0.646576 -1.432808 1.149 -1.252 -0.073
C 0.514832 2.611347 -0.904388 1.601 -1.107 3.411
C -0.041843 1.361723 -2.836940 -2.385 -1.564 2.369
C 0.187027 -0.057229 0.956139 0.063 -0.062 2.809
C -0.165080 -1.400107 1.656390 -0.331 -1.442 0.177
C 0.541349 1.165112 -1.338614 -1.742 0.635 -2.140
C -0.151585 0.130853 -0.441038 -1.856 -0.018 -3.049
O -0.144102 -1.072234 -1.097772 -0.401 0.651 -0.729
P -2.680789 1.348310 -0.558114 1.501 -0.341 1.480
H -2.008148 -0.527134 2.033850 -0.428 -1.632 -0.152
H -2.076007 -2.399363 2.019635 -0.576 -0.413 0.424
H -2.069091 -1.393830 0.509454 0.052 -0.512 0.211
H 0.501101 -3.567233 1.442085 0.047 -0.611 1.324
H 0.460762 -2.690569 0.119087 -0.646 -0.202 -3.337
H 1.732347 -2.323428 1.084902 1.626 0.156 0.512
H 0.506864 -2.199400 3.633028 0.508 -1.408 -0.066
H 0.937910 -0.607288 3.327181 1.600 1.193 0.162
H -0.595874 -0.986937 3.875605 -0.459 0.213 -0.687
H 2.205405 -0.001494 -2.309345 -0.700 0.133 0.759
H 2.556825 1.495776 -1.603890 1.127 0.901 0.176
H 2.251018 0.115807 -0.488273 0.097 0.622 -1.139
H 1.185768 3.156349 -1.551018 -0.038 0.458 -0.051
H 0.994116 2.506622 0.126568 -0.381 1.087 -0.912
H -0.453584 3.067691 -0.761261 -0.220 -0.052 -0.325
H 0.720686 1.802731 -3.428025 0.446 0.571 -0.584
H -0.345040 0.397715 -3.264706 0.233 0.086 -0.406
H -1.035923 1.936845 -2.759646 1.778 -0.519 -0.285
H 1.304490 0.001366 1.090831 -1.019 0.792 0.114
H -0.460734 0.635827 1.554820 1.450 0.247 -0.377
H -0.115256 -0.856078 -2.051876 -0.155 -0.407 0.551
H -2.947245 0.915467 0.801463 0.518 0.842 -0.248
H -3.635651 0.380603 -0.748083 -0.525 -1.018 -1.022
```
Forces are in eV/Å.

- HOMO level (alpha / beta): -0.2675 / -0.2735 Ha
- ΔE to the lowest compared entry with this formula, charge and spin: 77.21 kcal per mole
- Frontier orbital gap (alpha / beta): 7.191 / 7.684 eV